The following is a DFT calculation (ωB97M-V/def2-TZVPD) of 2 unconnected molecules or ions with the total composition FH4NSi at a distorted geometry.

```
7
Properties=species:S:1:pos:R:3:forces:R:3:nbo_charge:R:1
H -1.077762 -2.010493 -1.286605 0.808 -0.151 -0.507 0.355
H 0.221370 -1.211718 -0.923579 0.896 1.441 0.951 0.347
Si 2.253418 -0.488208 2.382991 0.896 -1.122 1.789 1.074
F 3.677613 0.195766 2.828796 -0.230 -0.424 0.227 -0.696
H -0.009944 -1.573786 -2.496425 -0.119 -0.289 1.015 0.359
H 2.132952 0.466391 1.366626 -0.670 1.529 -2.022 -0.378
N -0.070860 -1.926303 -1.521570 -1.581 -0.984 -1.454 -1.061
```
Positions in Å, forces in eV/Å.

Computed properties:
frontier orbital gap: 8.589 eV
E_tot: -12149.5086 eV
HOMO: -9.2664 eV
energy above the lowest of the compared OMol25 structures with the same formula, charge and spin: 2.430 eV

=====

The following is a DFT calculation (ωB97M-V/def2-TZVPD) of a molecular structure, C2H3O2Tl at a distorted geometry.

```
8
Properties=species:S:1:pos:R:3:forces:R:3:mulliken_spin:R:1
C 0.505136 0.211238 -0.451897 0.462 -1.811 0.919 -0.058
C -0.855629 0.703096 -0.200203 1.185 1.724 -2.227 0.984
Tl -1.370378 -0.512290 1.349910 -3.992 1.363 1.770 0.161
H 1.298875 0.970015 -0.573744 -0.326 -0.343 0.378 0.044
H -1.173523 1.538454 -0.833162 -0.589 -0.271 0.771 0.025
O 0.950158 -0.644845 0.855080 0.322 0.937 -1.379 -0.041
H 0.545207 -0.517944 -1.287970 0.052 0.305 0.330 0.071
O 0.100155 -1.747724 1.141986 2.887 -1.904 -0.561 -0.186
```
Positions in Å, forces in eV/Å.

Computed properties:
frontier orbital gap (spin up / spin down): 6.523 / 7.706 eV
total charge: +1
multiplicity: 2
E_tot: -10894.3591 eV
HOMO (spin up / spin down): -14.5921 / -15.6230 eV
energy above the lowest of the compared OMol25 structures with the same formula, charge and spin: 7.087 eV

=====

The following is a DFT calculation (ωB97M-V/def2-TZVPD) of a single C22H27NO4 molecule.

```
54
Properties=species:S:1:pos:R:3:forces:R:3:nbo_charge:R:1
H -4.657894 1.245676 0.187955 0.053 -0.088 0.127 0.199
C 0.804060 1.840349 0.800207 -0.134 -0.395 0.359 0.211
C -7.947890 -2.782625 0.003256 0.230 -0.067 -0.104 -0.600
H -0.244812 2.447664 2.751732 -0.144 -0.023 0.294 0.224
O -2.699802 0.637713 0.420814 0.171 -0.158 0.175 -0.513
H -1.897955 3.728301 1.029319 -0.265 0.069 0.154 0.227
C 5.771747 -0.048330 -0.957490 0.031 0.084 -0.024 -0.219
H -8.254480 -3.728917 -0.435643 -0.124 -0.079 -0.007 0.209
C -2.339758 1.161378 -0.752625 0.252 0.015 -0.199 0.805
C 1.193005 -0.185960 -0.409610 -0.609 0.206 0.035 0.706
O -3.116611 1.488175 -1.611214 -0.125 0.055 -0.103 -0.599
H 3.543347 -3.045460 2.007977 -0.034 0.085 0.033 0.209
H 3.177112 -4.190289 -0.176735 0.069 -0.101 -0.042 0.200
C -4.547059 -0.908120 0.022708 -0.004 0.332 0.176 -0.420
H 2.207011 -1.940353 1.651596 0.060 -0.010 0.075 0.206
C -0.462602 2.864374 -0.542851 -0.542 0.005 -0.155 0.064
C -0.848713 1.368028 -0.868881 0.087 0.025 -0.126 -0.329
H 5.542273 -3.073088 0.518707 0.027 -0.116 0.044 0.210
C 2.140101 1.264766 1.209877 -0.148 0.256 0.103 -0.206
C 4.500607 0.418483 -0.685215 -0.048 -0.053 0.013 -0.216
H -4.387947 -0.868265 -1.056484 0.037 -0.032 -0.009 0.217
H -0.678899 3.573394 -1.335451 0.020 -0.023 0.001 0.222
C 3.007457 -2.532931 1.204823 -0.053 -0.122 -0.146 -0.419
H 6.466199 0.566059 -1.510359 0.054 0.054 -0.045 0.215
N 2.305846 0.154392 0.286097 0.466 0.124 0.142 -0.477
C 6.144711 -1.309372 -0.522441 0.041 -0.047 -0.012 -0.200
H 2.126633 0.910151 2.247749 0.017 0.098 -0.044 0.199
O 1.124094 -1.015158 -1.285045 -0.008 -0.206 -0.298 -0.610
H -6.174587 -1.207992 1.398896 -0.078 0.042 0.066 0.192
O 0.919064 2.742613 -0.297395 0.441 -0.212 -0.171 -0.497
H 4.187196 1.394041 -1.027369 -0.048 0.103 -0.039 0.218
C 3.600045 -0.370847 0.019559 0.184 -0.202 -0.092 0.207
H -3.927935 -1.712222 0.426707 0.034 -0.030 -0.015 0.202
C 0.042268 0.649809 0.142550 0.279 0.029 -0.136 -0.331
H -4.225056 0.416520 1.715111 0.009 0.020 -0.100 0.188
C -6.477880 -2.508280 -0.288586 -0.213 0.212 0.190 -0.386
C -1.009155 3.161055 0.838701 0.274 0.210 0.099 -0.213
H 1.866994 -3.067488 -0.547155 -0.015 -0.038 -0.056 0.241
H 2.943269 1.994750 1.088584 -0.049 -0.034 0.054 0.223
C -0.196399 2.539948 1.685536 0.176 0.230 -0.191 -0.195
H -8.122436 -2.829247 1.076086 -0.076 -0.012 0.110 0.200
H 1.700824 -4.207989 0.795114 -0.064 -0.122 0.018 0.203
H -5.869438 -3.320361 0.115400 0.075 -0.026 -0.058 0.194
C 2.397864 -3.568795 0.257955 -0.077 0.059 0.102 -0.605
H -0.529170 0.056301 0.856646 0.112 0.009 -0.015 0.257
C -6.018388 -1.184196 0.317537 0.317 -0.215 -0.211 -0.392
H 7.136246 -1.682738 -0.731148 0.085 -0.032 -0.013 0.214
H -6.625605 -0.372032 -0.087851 -0.086 0.063 0.037 0.198
H -8.572308 -1.994044 -0.410639 -0.119 0.066 -0.024 0.201
C -4.096177 0.416661 0.630473 -0.457 -0.147 -0.161 -0.068
H -6.320477 -2.482364 -1.368615 0.085 -0.042 -0.033 0.198
H -0.548779 1.148605 -1.896150 -0.111 -0.018 0.108 0.264
C 5.246498 -2.091042 0.178364 0.008 0.047 -0.016 -0.199
C 3.962138 -1.640911 0.464880 -0.062 0.154 0.130 -0.027
```
Positions in Å, forces in eV/Å.

Computed properties:
frontier orbital gap: 9.773 eV
E_tot: -32932.5211 eV
HOMO: -9.0881 eV
energy above the lowest of the compared OMol25 structures with the same formula, charge and spin: 1.085 eV